1.
{"formula": "C4H10NS", "method": "wB97M-V/def2-TZVPD", "species": ["S", "N", "C", "C", "C", "C", "H", "H", "H", "H", "H", "H", "H", "H", "H", "H"], "xyz": [[-2.808, -0.213, 0.632], [1.976, 0.945, -0.295], [3.388, 0.614, -0.095], [-0.336, -0.084, -0.730], [-1.133, -0.697, 0.401], [1.145, -0.326, -0.556], [-1.104, -1.816, 0.267], [3.906, 0.374, -0.992], [-0.436, 1.030, -0.834], [3.448, -0.286, 0.565], [1.478, -0.577, -1.600], [1.526, 1.566, 0.392], [-0.653, -0.489, -1.789], [1.401, -1.178, 0.082], [3.930, 1.502, 0.361], [-0.772, -0.369, 1.380]], "e_homo_ev": -2.1, "smiles": "CNCCC[S-]", "energy_ev": -16635.0861, "total_charge": -1, "gap_ev": 5.585, "molar_mass_g_mol": 104.20}

***

2.
{"formula": "C4H10NS", "method": "wB97M-V/def2-TZVPD", "species": ["S", "N", "C", "C", "C", "C", "H", "H", "H", "H", "H", "H", "H", "H", "H", "H"], "xyz": [[-2.700, 0.072, -0.598], [2.109, -0.323, -0.098], [3.159, -0.753, 0.807], [1.153, 0.628, 0.475], [-0.276, 0.114, 0.603], [-0.950, -0.121, -0.779], [3.693, 0.105, 1.198], [3.857, -1.415, 0.306], [-0.308, -0.794, 1.208], [1.516, 0.945, 1.443], [-0.817, 0.893, 1.143], [1.643, -1.136, -0.477], [-0.568, 0.670, -1.429], [-0.632, -1.082, -1.170], [2.779, -1.273, 1.710], [1.145, 1.513, -0.167]], "e_homo_ev": [-8.7, -8.6], "energy_ev": -16633.7138, "gap_ev": [9.785, 6.701], "molar_mass_g_mol": 104.20, "multiplicity": 2}

***

3.
{"formula": "C4H10NS", "method": "wB97M-V/def2-TZVPD", "species": ["S", "N", "C", "C", "C", "C", "H", "H", "H", "H", "H", "H", "H", "H", "H", "H"], "xyz": [[0.326, 0.771, 0.540], [1.228, -1.419, -0.333], [-1.257, 0.609, 0.157], [2.114, -2.063, 0.273], [0.818, 2.215, -0.446], [-2.096, -0.472, 0.683], [2.512, -3.029, -0.031], [0.849, -1.838, -1.181], [2.528, -1.644, 1.180], [-1.533, -1.173, 1.293], [-2.569, -0.996, -0.150], [1.163, 1.884, -1.422], [-0.015, 2.900, -0.556], [1.634, 2.711, 0.071], [-1.711, 1.309, -0.529], [-2.922, -0.072, 1.277]], "e_homo_ev": [-13.6, -13.6], "energy_ev": -16626.8790, "total_charge": 1, "gap_ev": [8.513, 8.513], "molar_mass_g_mol": 104.20}

***

4.
{"formula": "C4H10NS2", "method": "wB97M-V/def2-TZVPD", "species": ["S", "S", "N", "C", "C", "C", "C", "H", "H", "H", "H", "H", "H", "H", "H", "H", "H"], "xyz": [[-2.504, 1.572, -1.038], [3.088, 1.327, -0.202], [-0.138, 0.286, 0.488], [-0.912, -0.955, 0.638], [-2.411, 1.272, 0.557], [-1.642, -1.628, -0.407], [-1.418, 0.332, 1.293], [0.753, 0.551, 0.844], [3.071, 2.573, -0.595], [-1.453, -1.185, -1.388], [-1.250, -2.654, -0.463], [-1.328, 0.527, 2.338], [-3.030, 1.882, 1.292], [4.211, 0.953, -0.825], [-0.386, -1.697, 1.210], [-2.692, -1.746, -0.226], [-0.163, 0.668, -0.504]], "e_homo_ev": -13.4, "energy_ev": -27461.8277, "total_charge": 1, "gap_ev": 8.455, "molar_mass_g_mol": 136.27}

***

5.
{"formula": "C4H10NS2", "method": "wB97M-V/def2-TZVPD", "species": ["S", "S", "N", "C", "C", "C", "C", "H", "H", "H", "H", "H", "H", "H", "H", "H", "H"], "xyz": [[0.067, 1.181, -0.763], [-0.856, -0.977, -3.177], [-0.309, -1.118, 0.963], [0.742, -0.766, -2.513], [0.038, -0.009, 1.537], [-0.958, 0.711, 2.311], [1.143, 0.129, -1.616], [-1.958, 0.618, 1.995], [1.124, 1.742, -0.392], [-0.781, 0.428, 3.331], [-1.163, 0.223, -2.827], [0.249, -1.865, 0.601], [-1.321, -1.372, 0.801], [2.152, 0.191, -1.363], [1.092, 0.339, 1.701], [-0.782, 1.886, 2.406], [1.521, -1.339, -2.996]], "e_homo_ev": -12.1, "energy_ev": -27462.0472, "total_charge": 1, "gap_ev": 7.655, "molar_mass_g_mol": 136.27}

***

6.
{"formula": "C4H10O", "method": "wB97M-V/def2-TZVPD", "species": ["O", "C", "C", "C", "C", "H", "H", "H", "H", "H", "H", "H", "H", "H", "H"], "xyz": [[-0.945, 0.933, 1.358], [-2.114, -0.395, -0.249], [-1.169, 0.688, 0.196], [2.030, -0.383, -0.516], [1.154, -1.307, -0.135], [-1.752, -0.899, -1.150], [0.889, 2.141, 1.258], [-0.693, 1.284, -0.611], [0.862, -1.415, 0.907], [2.322, -0.260, -1.557], [-2.257, -1.112, 0.564], [-3.082, 0.063, -0.488], [1.579, 2.355, 1.068], [0.692, -1.988, -0.847], [2.486, 0.294, 0.201]], "e_homo_ev": -9.9, "smiles": "[H][H].CC=O.C=C", "energy_ev": -6355.4005, "gap_ev": 11.011, "molar_mass_g_mol": 74.12}

***

Record-wise relative energy (zero: lowest compared OMol25 entry of this formula, charge and spin) values, in kJ/mol: 98.9 25.3 201.4 164.0 142.8 231.8